No. 1
85
Properties=species:S:1:pos:R:3 method="wB97M-V/def2-TZVPD" relative_energy_kj_mol=0.0 spin_multiplicity=2 mol_weight_da=1059.707 s2=0.7815 homo_energy_ev="-6.802 / -6.813"
Os 0.456 -0.050 -0.338
C 3.865 -4.486 0.156
C 4.153 -3.862 -1.051
C 3.728 -2.563 -1.286
C 3.000 -1.899 -0.308
C 2.735 -2.502 0.911
C 3.169 -3.799 1.142
N 2.464 -0.585 -0.585
N 3.211 0.116 -1.323
C 2.556 1.207 -1.877
C 3.295 2.115 -2.643
C 2.623 3.128 -3.287
C 1.228 3.196 -3.193
C 0.511 2.288 -2.434
C 1.165 1.281 -1.709
H 4.186 -5.504 0.329
H 4.698 -4.391 -1.821
H 3.935 -2.067 -2.223
H 2.205 -1.955 1.676
H 2.961 -4.268 2.094
H 4.368 2.005 -2.719
H 3.165 3.856 -3.874
H 0.700 3.981 -3.721
H -0.569 2.362 -2.403
O -4.181 0.352 4.494
C -3.471 0.148 3.557
S -2.239 -1.143 3.512
C -1.644 -0.804 1.919
C -2.240 0.252 1.238
S -1.818 0.669 -0.356
S -3.506 1.109 2.061
S -0.434 -1.784 1.241
Cl 0.091 -1.609 -2.264
C 0.025 -3.324 -1.710
Cl 0.658 -4.377 -2.958
H -1.015 -3.562 -1.519
H 0.637 -3.395 -0.817
C 1.733 0.280 3.104
C 1.029 1.405 2.343
O 0.814 2.484 2.901
N 0.807 1.085 1.071
Te -0.284 3.917 0.418
C 1.017 5.547 0.077
C 0.524 6.802 -0.288
C -0.932 7.077 -0.550
C 1.430 7.855 -0.428
C 2.790 7.688 -0.240
C 3.746 8.843 -0.366
C 3.258 6.414 0.069
C 2.397 5.339 0.229
C 2.960 3.983 0.560
C -1.625 4.902 1.723
C -2.991 4.891 1.427
C -3.598 4.322 0.166
C -3.883 5.464 2.336
C -3.457 6.055 3.510
C -4.433 6.634 4.497
C -2.089 6.097 3.758
C -1.161 5.539 2.891
C 0.298 5.687 3.223
H 1.356 -0.701 2.825
H 2.801 0.325 2.887
H 1.570 0.461 4.164
H -1.432 6.199 -0.960
H -1.033 7.899 -1.259
H -1.458 7.352 0.366
H 1.047 8.834 -0.698
H 3.239 9.737 -0.727
H 4.559 8.609 -1.054
H 4.195 9.080 0.600
H 4.324 6.254 0.194
H 4.048 4.023 0.611
H 2.685 3.245 -0.198
H 2.575 3.621 1.516
H -2.857 3.886 -0.500
H -4.121 5.112 -0.377
H -4.332 3.550 0.403
H -4.944 5.441 2.105
H -5.447 6.631 4.098
H -4.169 7.661 4.753
H -4.433 6.056 5.422
H -1.730 6.582 4.660
H 0.417 6.016 4.254
H 0.765 6.432 2.573
H 0.832 4.748 3.095

No. 2
89
Properties=species:S:1:pos:R:3 method="wB97M-V/def2-TZVPD" relative_energy_kj_mol=0.0 spin_multiplicity=2 mol_weight_da=1055.664 s2=0.7636 homo_energy_ev="-6.913 / -6.915"
V -1.285 0.507 1.119
O -7.922 3.764 -0.165
C -7.590 3.612 1.132
O -8.380 3.754 2.027
C -6.151 3.267 1.324
C -5.278 3.124 0.251
C -3.954 2.790 0.476
C -3.509 2.619 1.777
C -4.377 2.737 2.854
C -5.700 3.064 2.624
N -2.134 2.279 1.964
C -1.443 2.735 2.919
C -0.021 2.382 2.947
C 0.852 2.927 3.858
C 2.216 2.678 3.675
C 2.619 1.911 2.607
C 1.659 1.344 1.769
N 0.361 1.570 1.941
H -8.865 3.982 -0.183
H -5.641 3.264 -0.757
H -3.259 2.650 -0.342
H -4.027 2.503 3.851
H -6.407 3.146 3.438
H -1.830 3.421 3.671
H 0.492 3.551 4.664
H 2.942 3.102 4.356
H 3.663 1.712 2.412
H 1.944 0.716 0.932
O -2.870 -0.055 2.889
Cl -3.607 -0.466 1.559
O -4.088 -1.906 1.511
O -0.543 -1.124 1.764
O -1.226 0.742 -0.406
Se 0.935 -1.647 2.500
P 2.220 -2.323 0.707
Se 2.097 -1.117 -1.009
C 3.857 -2.311 1.509
C 4.015 -2.539 2.878
C 5.282 -2.542 3.443
C 6.398 -2.325 2.646
C 6.246 -2.101 1.286
C 4.980 -2.089 0.718
C 1.863 -4.076 0.392
C 1.991 -5.003 1.427
C 1.724 -6.340 1.192
C 1.326 -6.754 -0.074
C 1.192 -5.832 -1.098
C 1.457 -4.488 -0.868
H 3.156 -2.725 3.512
H 5.397 -2.718 4.504
H 7.387 -2.331 3.087
H 7.115 -1.932 0.664
H 4.848 -1.893 -0.339
H 2.289 -4.679 2.416
H 1.820 -7.058 1.996
H 1.111 -7.799 -0.256
H 0.864 -6.153 -2.078
H 1.333 -3.752 -1.651
C -3.795 -3.626 -4.031
N -2.817 -3.481 -2.974
C -2.953 -3.199 -1.654
S -1.617 -2.871 -0.706
N -4.174 -3.158 -1.068
C -5.496 -3.454 -1.573
H -3.277 -3.492 -4.979
H -4.570 -2.863 -3.976
H -4.269 -4.609 -4.048
H -1.845 -3.507 -3.231
H -4.105 -2.790 -0.123
H -5.497 -4.322 -2.228
H -5.959 -2.615 -2.102
H -6.127 -3.695 -0.719
C 2.927 2.489 -1.972
Te 0.805 2.723 -2.217
C 1.317 4.281 -3.606
C 2.822 4.304 -3.711
C 3.456 5.185 -4.588
C 4.835 5.217 -4.686
C 5.603 4.362 -3.903
C 4.981 3.486 -3.031
C 3.591 3.450 -2.927
H 3.200 1.458 -2.184
H 3.200 2.708 -0.940
H 0.935 5.235 -3.247
H 0.854 4.061 -4.566
H 2.856 5.850 -5.199
H 5.313 5.904 -5.372
H 6.683 4.378 -3.976
H 5.576 2.814 -2.423

No. 3
84
Properties=species:S:1:pos:R:3 method="wB97M-V/def2-TZVPD" relative_energy_kj_mol=168.2 spin_multiplicity=4 mol_weight_da=748.849 charge=+2 s2=4.0619 homo_energy_ev="-13.640 / -13.638"
Mn -20.137 -6.304 -6.474
C -23.438 -9.222 -10.418
O -22.516 -9.144 -9.253
C -21.526 -8.242 -9.305
O -21.474 -7.232 -10.061
N -20.480 -8.460 -8.433
N -19.691 -7.311 -8.222
H -24.388 -8.779 -10.076
H -23.615 -10.246 -10.711
H -22.944 -8.677 -11.202
H -20.551 -9.120 -7.669
H -19.757 -6.775 -9.112
H -18.691 -7.539 -8.071
S -17.674 -6.216 -6.293
P -18.114 -7.403 -4.683
S -20.009 -8.284 -5.074
C -16.779 -8.630 -4.601
C -15.509 -8.148 -4.258
C -14.402 -8.995 -4.132
C -14.503 -10.327 -4.522
C -15.751 -10.788 -4.972
C -16.912 -9.976 -4.960
C -18.197 -6.867 -2.975
C -18.323 -7.793 -1.921
C -18.495 -7.314 -0.629
C -18.335 -5.976 -0.333
C -18.164 -5.055 -1.342
C -18.052 -5.494 -2.686
H -15.427 -7.125 -3.838
H -13.434 -8.676 -3.728
H -13.621 -10.966 -4.447
H -15.804 -11.770 -5.482
H -17.822 -10.384 -5.388
H -18.414 -8.863 -2.113
H -18.644 -7.989 0.227
H -18.379 -5.687 0.739
H -18.121 -3.969 -1.139
H -17.880 -4.760 -3.533
C -23.815 -2.450 -11.959
C -23.094 -3.435 -11.350
C -23.207 -3.665 -9.956
C -24.067 -2.877 -9.204
C -24.914 -1.930 -9.879
C -24.688 -1.656 -11.221
Si -24.267 -3.388 -7.361
C -25.080 -5.046 -7.234
C -26.358 -5.200 -6.686
C -26.803 -6.516 -6.446
C -26.057 -7.604 -6.770
C -24.926 -7.434 -7.540
C -24.418 -6.167 -7.755
C -24.923 -1.989 -6.371
C -24.593 -0.678 -6.713
C -24.683 0.371 -5.783
C -25.014 0.043 -4.465
C -25.482 -1.219 -4.134
C -25.461 -2.238 -5.053
H -23.762 -2.217 -13.019
H -22.503 -4.130 -11.957
H -22.589 -4.476 -9.522
H -25.605 -1.329 -9.332
H -25.186 -0.793 -11.732
H -27.027 -4.397 -6.363
H -27.734 -6.656 -5.891
H -26.429 -8.599 -6.503
H -24.384 -8.259 -7.930
H -23.576 -6.130 -8.422
H -24.130 -0.399 -7.673
H -24.537 1.449 -6.045
H -24.917 0.770 -3.662
H -25.917 -1.285 -3.145
H -25.825 -3.195 -4.764
N -21.191 -4.740 -4.029
C -21.122 -4.051 -5.168
C -21.964 -4.705 -6.204
N -22.488 -3.736 -7.115
C -21.472 -2.937 -7.597
C -20.443 -2.599 -6.735
N -20.292 -3.033 -5.433
H -22.016 -5.320 -3.946
H -20.728 -4.492 -3.173
H -22.577 -5.584 -5.997
H -21.618 -2.267 -8.429
H -19.683 -1.843 -7.085

No. 4
77
Properties=species:S:1:pos:R:3 method="wB97M-V/def2-TZVPD" relative_energy_kj_mol=293.9 mol_weight_da=558.771 charge=+1 homo_energy_ev=-9.954
C 2.168 -0.689 -2.352
C 2.646 0.368 -1.359
C 2.604 -0.141 0.079
N 4.046 0.803 -1.684
C 4.011 1.981 -2.213
S 5.450 2.782 -2.738
C 6.490 1.937 -1.418
C 7.853 2.523 -1.403
N 8.904 3.024 -1.410
C 2.599 2.607 -2.299
C 2.496 3.982 -1.650
C 2.116 2.615 -3.745
N 1.891 1.612 -1.496
C 0.620 1.801 -1.057
C -0.311 0.826 -0.822
C -1.716 1.068 -1.084
C -2.599 -0.002 -1.399
C -3.929 0.254 -1.704
C -4.411 1.576 -1.729
C -3.558 2.632 -1.397
C -2.231 2.384 -1.068
H 2.678 -1.636 -2.139
H 1.086 -0.834 -2.260
H 2.407 -0.384 -3.380
H 3.416 -0.864 0.224
H 2.732 0.701 0.775
H 1.645 -0.621 0.285
H 6.000 2.112 -0.445
H 6.524 0.863 -1.649
H 3.239 4.641 -2.097
H 1.505 4.409 -1.825
H 2.688 3.911 -0.574
H 2.680 3.371 -4.302
H 2.280 1.635 -4.212
H 1.049 2.867 -3.785
H 0.349 2.856 -1.023
H -0.005 -0.207 -0.672
H -2.226 -1.033 -1.382
H -4.605 -0.571 -1.929
H -5.450 1.777 -1.997
H -3.909 3.669 -1.407
H -1.566 3.209 -0.809
C -2.942 -5.449 -1.293
C -2.667 -5.676 0.059
C -3.430 -5.055 1.047
C -4.399 -4.137 0.647
O -4.856 -3.157 1.542
C -3.909 -2.231 1.976
C -4.069 -0.909 1.547
C -2.987 -0.063 1.621
C -1.717 -0.482 2.133
C -0.609 0.417 2.060
C 0.503 0.410 2.969
C 0.940 1.652 3.523
C 1.711 1.674 4.680
C 2.176 0.480 5.247
C 1.922 -0.736 4.601
C 1.144 -0.775 3.449
C -1.701 -1.749 2.783
C -2.784 -2.607 2.717
C -4.786 -3.993 -0.687
C -4.006 -4.615 -1.659
H -2.325 -5.928 -2.061
H -1.847 -6.325 0.363
H -3.224 -5.194 2.105
H -5.013 -0.617 1.085
H -3.104 0.969 1.277
H -0.810 1.369 1.569
H 0.578 2.581 3.073
H 1.953 2.633 5.146
H 2.733 0.503 6.182
H 2.328 -1.658 5.014
H 0.999 -1.720 2.914
H -0.841 -2.067 3.367
H -2.769 -3.583 3.205
H -5.614 -3.328 -0.937
H -4.234 -4.445 -2.712

No. 5
91
Properties=species:S:1:pos:R:3 method="wB97M-V/def2-TZVPD" relative_energy_kj_mol=96.7 mol_weight_da=1020.978 homo_energy_ev=-7.192
W 0.408 0.625 0.193
S -2.047 0.637 0.545
C -2.816 0.748 -1.018
C -4.198 0.584 -1.132
C -4.822 0.725 -2.358
C -4.074 1.035 -3.493
C -2.702 1.183 -3.387
C -2.072 1.024 -2.151
S -0.331 1.172 -2.065
H -4.776 0.339 -0.250
H -5.893 0.592 -2.432
H -4.558 1.155 -4.453
H -2.104 1.412 -4.262
N -1.693 -3.946 -6.574
C -1.618 -3.706 -5.224
C -1.036 -4.642 -4.366
C -0.956 -4.392 -3.006
C -1.462 -3.208 -2.486
C -2.056 -2.273 -3.334
C -2.133 -2.519 -4.686
S -1.327 -2.848 -0.783
O -2.576 -2.290 -0.352
O -0.843 -4.051 -0.138
N -0.194 -1.699 -0.667
C 1.091 -2.066 -0.689
S 1.886 -3.602 -0.886
C 3.413 -2.790 -0.820
C 3.248 -1.478 -0.582
N 1.936 -1.066 -0.513
H -1.354 -4.803 -6.964
H -2.131 -3.288 -7.190
H -0.648 -5.569 -4.770
H -0.518 -5.123 -2.340
H -2.473 -1.361 -2.924
H -2.603 -1.793 -5.340
H 4.341 -3.326 -0.933
H 4.040 -0.751 -0.481
N 0.019 -0.686 1.811
C -0.561 -1.324 2.575
N -1.187 -2.085 3.422
C -2.480 -2.689 3.025
C -3.595 -1.858 3.622
O -3.440 -1.721 5.029
C -2.233 -1.058 5.358
C -1.034 -1.846 4.869
H -2.489 -3.704 3.422
H -2.538 -2.722 1.937
H -4.556 -2.342 3.457
H -3.609 -0.869 3.147
H -2.207 -0.961 6.442
H -2.222 -0.054 4.912
H -0.994 -2.822 5.355
H -0.097 -1.319 5.046
C 4.216 -2.566 2.666
O 3.252 -1.533 2.431
C 3.682 -0.298 2.188
S 5.274 0.129 2.104
S 2.365 0.845 2.087
H 3.626 -3.441 2.922
H 4.884 -2.281 3.477
H 4.803 -2.745 1.767
C 0.427 4.522 -0.867
C 0.299 4.603 0.630
C 0.264 5.853 1.244
C 0.070 5.978 2.607
C -0.130 4.843 3.381
C -0.100 3.575 2.820
C -0.367 2.367 3.675
C 0.169 3.476 1.447
N 0.275 2.201 0.883
H -0.328 5.157 -1.334
H 0.282 3.516 -1.254
H 1.403 4.886 -1.198
H 0.373 6.737 0.626
H 0.043 6.958 3.064
H -0.327 4.939 4.442
H -0.790 2.680 4.629
H 0.549 1.805 3.867
H -1.074 1.692 3.190
N 6.694 3.219 -3.383
C 5.731 2.854 -2.877
C 4.509 2.395 -2.246
C 4.107 2.925 -1.036
C 2.933 2.461 -0.469
N 2.190 1.509 -1.039
C 2.585 1.000 -2.217
C 3.731 1.420 -2.856
H 4.689 3.678 -0.525
H 2.590 2.850 0.474
H 1.964 0.228 -2.642
H 4.017 0.981 -3.800